(1)
20
Properties=species:S:1:pos:R:3:forces:R:3 method="wB97M-V/def2-TZVPD" relative_energy_kj_mol=30.9 homo_lumo_gap_ev="8.7721 / 8.1264" homo_energy_ev="-8.12 / -9.59" multiplicity=3
C -1.23095 0.58898 -0.33477 -0.5 -1.1 -0.7
C -1.62978 -0.04607 0.88873 -1.2 -0.1 -0.2
C 0.01730 0.95199 -0.85912 2.3 0.7 0.8
C 1.25428 0.89625 0.11884 -2.3 -4.6 -3.7
C -3.09688 -0.46729 -0.76162 -2.9 -1.7 -1.2
C -1.03270 -0.13949 2.07969 0.6 0.8 -2.0
N 1.66628 1.88441 0.65443 2.8 2.0 2.7
N 3.37843 -1.24924 -0.87144 -0.4 -0.1 0.7
O 1.61954 3.00603 1.08062 -0.5 0.8 -0.2
O 0.22968 1.22868 -2.02152 -0.2 0.0 -0.1
O -2.12316 0.31727 -1.30847 0.3 1.5 0.2
O -2.91174 -0.56021 0.62738 0.7 0.3 -0.1
H -0.05140 0.29518 2.10708 0.1 0.1 0.5
H 1.79922 -0.12120 -0.03471 -0.7 2.3 0.6
H -4.13962 -0.19643 -1.07663 0.7 1.0 1.0
H -3.07441 -1.40839 -1.32715 0.7 -0.7 0.8
H -1.47894 -0.63643 2.87069 -0.6 -0.8 1.4
H 4.35192 -1.02668 -0.99391 0.4 -0.2 -0.5
H 3.23969 -1.06881 0.11831 0.1 -0.1 0.1
H 3.21324 -2.24856 -0.95644 0.4 0.1 -0.3

---

(2)
21
Properties=species:S:1:pos:R:3:forces:R:3 method="wB97M-V/def2-TZVPD" relative_energy_kj_mol=178.6 homo_lumo_gap_ev=7.8249 homo_energy_ev=-7.39
C -2.68168 1.63362 -0.01527 -1.8 1.0 -1.2
N -1.63214 1.27741 0.57702 1.1 0.3 -0.5
C -0.51095 0.94225 -0.17801 0.7 -2.2 0.6
O -0.75701 0.56528 -1.55277 -1.4 0.1 1.6
C 0.64603 0.55393 0.54706 -3.0 2.5 -3.5
O 0.50408 0.61917 1.86708 2.8 -1.0 1.7
C 1.98326 0.67584 -0.18398 -0.3 1.6 0.2
O 3.00290 0.32027 0.67520 1.5 0.2 0.8
H -3.57663 1.82283 0.66087 1.0 0.0 -1.3
H -2.73772 1.78902 -1.19644 -0.2 -0.2 2.5
H -1.74088 0.23856 -1.50163 2.7 0.7 -0.4
H 1.37181 0.28754 2.29438 -1.7 1.0 -1.0
H 2.22724 1.79446 -0.36754 -0.8 -1.7 0.0
H 1.95478 0.13432 -1.15281 0.0 0.6 0.6
H 2.99711 -0.61401 0.86963 -0.2 -0.5 -0.2
O -1.37568 -2.24311 0.03841 3.5 -4.6 -2.9
C -2.13422 -1.74284 0.68860 -0.6 3.0 0.4
O -2.71636 -0.87576 1.13230 -3.2 0.7 2.7
C 1.63288 -2.44944 -1.06919 0.6 -0.3 -0.9
N 1.76248 -1.86296 -0.11041 -0.3 -0.5 1.5
H 1.78070 -2.86637 -2.02252 -0.4 -0.5 -0.6

---

(3)
18
Properties=species:S:1:pos:R:3:forces:R:3 method="wB97M-V/def2-TZVPD" smiles="CC(C)=C1SC=CN1N=O" relative_energy_kj_mol=477.2 homo_lumo_gap_ev="7.4883 / 7.4868" homo_energy_ev="-7.52 / -7.52"
C -0.42302 0.71419 -1.88281 5.1 2.0 -0.5
C -0.24497 1.08454 -0.38479 0.2 -3.7 -1.5
C -0.33731 2.44767 0.14965 -0.3 2.7 -1.0
C 0.11890 0.01846 0.41762 -0.9 3.5 -1.0
S 0.19734 0.17674 2.18775 0.3 0.5 -0.4
C 0.22051 -1.53698 2.32360 0.1 -0.7 2.1
C 0.20537 -2.17277 1.14350 0.2 1.5 2.0
N 0.31626 -1.30665 0.04498 -0.1 -2.3 -0.4
N 0.69639 -1.78471 -1.19400 -0.1 -0.5 0.0
O 0.83094 -2.99737 -1.27817 -0.3 1.6 0.8
H -1.11667 0.04517 -2.25397 -2.0 -1.4 0.1
H 0.59691 0.16009 -2.23348 -2.3 1.7 0.7
H -0.45733 1.63853 -2.51282 -0.2 -0.6 0.6
H -1.27770 2.61832 0.70358 0.5 0.0 0.0
H 0.52656 2.57717 0.74799 0.6 0.2 1.5
H -0.18843 3.41898 -0.52315 -0.7 -2.5 0.5
H 0.27236 -1.90925 3.43015 -0.3 0.2 -2.6
H 0.06388 -3.19214 1.11439 0.1 -2.0 -0.9

---

(4)
18
Properties=species:S:1:pos:R:3:forces:R:3 method="wB97M-V/def2-TZVPD" relative_energy_kj_mol=580.8 homo_lumo_gap_ev="7.9979 / 7.7021" homo_energy_ev="-8.60 / -8.95"
C 2.76912 1.00473 0.70267 0.3 0.2 -0.8
C 2.80124 -0.31197 0.29188 -0.2 0.4 0.7
C 0.81417 0.26704 0.63941 -2.5 2.4 0.7
C -3.10810 1.52300 -1.13693 -1.2 0.3 -1.4
C -2.74928 1.27047 0.13082 0.9 -0.1 0.1
C 0.95276 -2.08750 -0.12529 -2.7 1.5 -2.7
N 1.45924 1.37125 0.85502 -1.2 -0.8 0.2
N 1.46619 -0.79272 0.27391 2.6 -0.3 1.1
O -2.30891 -1.41680 0.10777 -0.4 -0.9 -1.0
S -2.13083 -0.22487 0.92757 0.1 1.9 0.5
H 3.52125 1.82565 0.79734 -0.4 -1.4 -0.1
H 3.60355 -0.97669 0.25276 1.1 -0.9 -0.4
H -3.43304 2.56532 -1.32346 0.4 -0.6 0.2
H -3.30306 0.90976 -2.10418 0.8 0.4 2.4
H -2.63997 2.13118 0.84813 -0.2 -1.0 -0.7
H -0.15084 -1.83656 -0.46126 2.0 -1.0 1.1
H 1.41350 -2.19053 -1.08638 0.4 -0.8 -0.6
H 1.02303 -3.03079 0.41024 0.3 0.7 0.9

---

(5)
20
Properties=species:S:1:pos:R:3:forces:R:3 method="wB97M-V/def2-TZVPD" relative_energy_kj_mol=200.6 homo_lumo_gap_ev="5.4660 / 6.7809" homo_energy_ev="-7.03 / -7.53"
C -3.36730 0.11743 -0.19649 -2.0 0.1 -1.0
C -2.79386 -1.13341 -0.11046 1.2 1.8 0.5
C -2.58407 1.22419 -0.27083 1.5 1.7 -0.5
C -1.43305 -1.22811 0.06104 -0.6 -1.2 1.2
C -1.19029 1.10883 -0.19282 -0.5 0.9 -1.1
C -0.58556 -0.14023 -0.00717 -1.2 0.9 0.1
N 3.20110 -1.28469 -0.11508 0.0 -0.2 0.3
N 3.59034 1.28858 -0.28173 0.7 -2.7 -0.3
N 0.73370 -0.21623 0.06434 2.3 -0.3 -0.2
P 4.20039 -0.30933 -0.74750 -0.8 1.6 0.6
P 1.73150 -1.33995 0.67470 0.4 -1.9 -0.4
P 2.65664 1.77639 0.98941 -0.4 -0.4 1.4
H -4.42884 0.35486 -0.38490 0.4 -0.9 0.4
H -3.32136 -2.00461 -0.04810 -1.7 -2.0 0.1
H -3.06774 2.18870 -0.54957 0.6 -0.7 0.6
H -1.10515 -2.13392 0.55463 0.5 -0.4 -0.7
H -0.54940 1.94979 -0.46972 -0.2 -0.1 0.5
H 3.88614 1.98330 -0.88311 0.7 1.9 -1.4
H 1.56865 -2.73679 0.16909 -0.9 1.2 0.4
H 2.85816 0.53521 1.74427 -0.2 0.9 -0.3

---

(6)
18
Properties=species:S:1:pos:R:3:forces:R:3 method="wB97M-V/def2-TZVPD" smiles="N/N=C(/N)c1ccncc1" relative_energy_kj_mol=319.5 homo_lumo_gap_ev=8.4256 homo_energy_ev=-7.85
N -1.36552 -2.13691 -0.45549 0.6 5.8 1.2
N -0.00891 -2.19863 -0.79178 1.5 0.6 -0.1
C 0.75261 -1.16764 -0.51455 -4.3 -2.5 -0.5
N 2.07567 -1.21041 -0.65055 0.3 -6.1 0.0
C 0.15324 0.06418 0.04135 2.3 0.9 0.3
C -0.36330 1.07271 -0.79199 0.2 -2.0 2.7
C -0.86531 2.15660 -0.19592 -0.2 3.0 0.7
N -0.73078 2.55783 1.09232 -0.2 -2.0 -0.8
C -0.22049 1.58570 1.79076 1.9 -0.8 4.2
C 0.35684 0.35399 1.36920 -0.9 -1.3 1.2
H -1.58431 -0.89544 -0.47552 -0.4 -5.0 0.0
H -1.93047 -2.66022 -1.08850 -0.1 0.0 -0.8
H 2.53346 -2.01247 -1.13823 -1.1 0.9 0.8
H 2.51417 -0.42837 -0.79854 2.9 5.4 -0.8
H -0.53699 0.72557 -1.72517 -0.6 -0.1 -3.3
H -1.37995 2.93512 -0.65564 -0.8 0.8 -1.9
H -0.16561 1.77329 2.90400 0.0 -0.1 -1.2
H 0.76563 -0.51490 2.08423 -0.9 2.5 -1.5

---

(7)
18
Properties=species:S:1:pos:R:3:forces:R:3 method="wB97M-V/def2-TZVPD" relative_energy_kj_mol=464.9 homo_lumo_gap_ev=7.5454 homo_energy_ev=-6.71
C -1.15464 1.50223 -0.05445 2.9 1.7 1.1
C -2.22661 0.77491 -0.30453 -1.0 -0.8 0.1
C 0.20176 0.93805 0.17513 1.4 -0.6 -1.0
C -2.16349 -0.61456 -0.29253 0.5 0.1 -2.2
C 1.44675 1.68627 0.12892 -0.9 1.3 -0.1
C 2.48352 0.78724 0.02986 -0.2 -1.4 -0.4
N 0.50270 -0.38050 0.09592 1.0 0.9 0.0
N 1.88355 -0.43329 -0.07564 -1.9 0.5 2.0
N -2.76673 -1.50686 0.35540 -1.4 -1.9 2.7
N 2.44246 -1.66501 -0.31012 -0.2 -0.4 -2.2
H -1.11900 2.60617 -0.03948 -0.5 -0.7 -0.3
H -3.12871 1.17803 -0.75183 -0.2 0.3 0.3
H 1.46592 2.78780 -0.03373 0.3 -1.1 0.6
H 3.58232 0.75036 0.04339 -0.8 0.7 -0.3
H -2.57422 -2.48756 0.13089 -0.2 0.5 0.0
H -3.34908 -1.44929 1.26336 0.9 0.5 -1.5
H 2.78324 -2.29137 0.38266 0.2 0.6 1.8
H 1.69026 -2.18260 -0.74323 0.1 0.0 -0.5

---

(8)
19
Properties=species:S:1:pos:R:3:forces:R:3 method="wB97M-V/def2-TZVPD" smiles="N#CCCN(CCC#N)N=O" relative_energy_kj_mol=1028.6 homo_lumo_gap_ev=8.6313 homo_energy_ev=-9.59
N -3.07375 0.11757 -2.73748 -3.0 0.0 -1.4
C -2.11852 0.29375 -2.16730 3.7 -1.6 1.7
C -0.76387 0.27139 -1.55005 0.8 2.4 -2.8
C -0.35465 -0.91690 -0.58945 -6.9 0.8 0.1
N 0.86992 -0.54768 0.24234 -2.5 -5.3 -8.6
C 0.83286 -0.43371 1.59414 1.7 2.3 3.7
C 0.94687 1.26810 1.86367 6.8 -4.3 3.5
C -0.02609 1.78149 1.12503 -14.4 3.0 -9.2
N -1.15190 1.89026 0.41095 10.6 0.3 8.2
N 1.70916 -1.46892 -0.43331 1.1 -2.5 -2.2
O 1.27397 -2.08816 -1.51847 4.5 2.9 4.5
H -0.05877 0.46202 -2.56195 -1.4 -0.8 2.9
H -0.88714 1.33830 -1.03740 1.3 -2.6 -1.2
H -1.44344 -1.16251 -0.03918 3.2 1.1 -0.2
H -0.22516 -1.97754 -1.24855 -0.6 3.4 2.2
H -0.15021 -0.71171 1.93923 -0.2 -0.3 0.4
H 1.68778 -0.93444 2.19503 -1.4 0.7 -1.3
H 2.19822 1.45465 1.52363 -4.0 0.0 1.1
H 0.73472 1.36404 2.98913 0.8 0.3 -1.6

---

(9)
20
Properties=species:S:1:pos:R:3:forces:R:3 method="wB97M-V/def2-TZVPD" smiles="C=NCN=C=NCC(=C)[N+](=O)[O-]" relative_energy_kj_mol=694.1 homo_lumo_gap_ev=8.8516 homo_energy_ev=-9.70
C 1.00666 4.06046 0.57135 0.8 0.5 0.1
N -0.13344 3.74655 0.90729 -2.1 0.0 1.1
C -0.75981 2.52690 0.56383 -0.6 0.0 1.5
N 0.12073 1.63080 -0.13565 -0.3 -0.2 -0.4
C 0.43168 0.49534 0.17241 0.1 0.7 -0.7
N 0.97649 -0.55728 0.35373 0.6 1.4 0.6
C 0.85445 -1.83367 -0.12838 0.9 -4.3 1.4
C 0.37544 -2.07728 -1.52057 -2.4 1.0 0.3
C -0.17263 -1.14664 -2.30787 2.0 1.6 1.1
N 0.08381 -3.49484 -1.76814 2.7 -1.0 0.5
O 0.59918 -4.27210 -0.92677 -1.6 0.8 -1.5
O -0.39114 -3.80606 -2.83300 -0.5 -0.3 0.4
H 1.64355 3.41021 0.00066 0.6 0.0 -0.3
H 1.20987 5.02576 0.97158 1.4 0.8 -0.3
H -1.61826 2.95595 -0.03310 0.4 -1.6 0.5
H -1.01200 2.05508 1.59352 -0.4 0.7 -1.8
H 0.23134 -2.44495 0.61059 0.2 0.8 -1.2
H 1.80708 -2.43886 0.02433 -0.7 1.1 -0.3
H -0.68589 -1.35796 -3.23822 0.1 0.1 0.2
H 0.14105 -0.07396 -1.94922 -1.2 -2.0 -1.3

---

(10)
21
Properties=species:S:1:pos:R:3:forces:R:3 method="wB97M-V/def2-TZVPD" charge=+2 homo_lumo_gap_ev="8.0631 / 6.3735" homo_energy_ev="-16.74 / -18.10" multiplicity=5
Os 0.00186 -0.01274 -0.01263 -0.1 0.1 0.1
S -0.79208 -1.60069 -1.42090 0.1 -0.3 -0.5
C 0.64024 -2.39525 -1.99400 -0.4 0.2 0.2
C 0.49975 -3.42683 -2.93787 0.0 0.1 0.1
N 0.38052 -4.27378 -3.71119 0.0 -0.2 -0.2
C 1.91482 -2.02399 -1.53100 0.1 0.3 0.3
S 2.12044 -0.70163 -0.42607 0.3 -0.5 -0.1
C 3.05589 -2.73229 -1.94670 -0.2 0.2 0.1
N 3.99466 -3.31074 -2.28306 0.2 -0.1 -0.1
N 0.17661 0.77975 1.99284 -0.1 0.1 0.0
C -0.53090 2.10430 2.02336 -0.3 0.0 -0.1
C -1.83026 1.98897 1.23015 0.1 0.1 0.2
N -1.51069 1.52770 -0.16316 0.0 0.0 0.1
H -0.31735 0.14513 2.62786 0.1 0.0 0.0
H 1.11681 0.86044 2.38251 0.0 0.0 -0.1
H 0.13308 2.85287 1.58747 0.0 0.0 0.0
H -0.73706 2.38986 3.05513 0.0 0.0 -0.1
H -2.34142 2.95139 1.19276 0.0 0.0 0.1
H -2.50612 1.26034 1.68140 0.0 0.0 0.0
H -1.10622 2.32075 -0.67092 0.0 -0.1 -0.1
H -2.36256 1.29644 -0.67596 0.0 0.0 0.1

---

(11)
22
Properties=species:S:1:pos:R:3:forces:R:3 method="wB97M-V/def2-TZVPD" charge=+1 relative_energy_kj_mol=540.9 homo_lumo_gap_ev=7.8673 homo_energy_ev=-12.81
C 3.45370 -0.20959 0.59570 2.8 -0.7 -1.6
C 2.26984 0.19673 0.05222 -0.9 -0.3 0.6
C 3.28737 -0.24227 1.94401 1.2 -0.9 0.1
C 1.38729 0.31359 1.12842 -0.6 1.0 -2.3
C 0.01502 0.71314 1.15223 0.8 -1.1 2.9
C -2.22550 0.78333 -1.61712 0.7 1.9 -0.5
N -0.45180 0.86397 -0.03208 -2.7 0.9 2.8
N -1.36301 -2.28441 -0.30009 -11.7 3.1 -2.1
N -3.33312 0.00145 -1.48997 1.1 1.5 -3.4
N -2.48972 -1.96245 -0.48293 5.4 -3.5 2.8
N -1.61924 1.40565 -0.41671 -3.0 0.2 0.5
O -1.67229 1.19371 -2.61196 -0.6 -1.6 -0.4
O 2.03064 0.07637 2.24127 0.6 -0.4 2.3
O -0.26977 -2.35856 -0.48875 7.1 -1.1 0.1
H 4.28320 -0.47058 -0.16701 -1.0 0.4 2.3
H 2.30050 0.18953 -1.00732 -1.2 0.6 -0.9
H 3.97576 -0.58522 2.70958 -0.5 0.4 0.2
H -0.50005 0.73106 2.22052 0.6 0.4 -2.8
H -3.49719 -0.59988 -2.33178 -0.1 1.0 1.2
H -3.53596 -0.39205 -0.63113 -0.6 -0.5 1.6
H -2.25958 1.90580 0.24094 1.3 -1.0 -0.2
H 0.21391 0.73068 -0.70804 1.6 -0.2 -2.8

---

(12)
16
Properties=species:S:1:pos:R:3:forces:R:3 method="wB97M-V/def2-TZVPD" smiles="O=C1CC[NH2+][C@H]2C=C12" charge=+1 relative_energy_kj_mol=232.7 homo_lumo_gap_ev=10.0090 homo_energy_ev=-14.58
O -2.76311 0.80826 -0.11501 -1.6 0.2 -0.5
C -1.68071 0.36690 0.01528 -0.3 -0.3 0.6
C -0.55951 1.26832 0.43786 0.9 0.0 -0.2
C 0.75096 1.15430 -0.28659 -0.6 -3.0 -0.8
N 1.42743 -0.27380 -0.05254 -2.1 1.4 -1.0
C 0.19852 -1.28912 -0.49505 2.0 -1.1 -0.7
C -0.57270 -2.11479 0.38978 -2.0 3.6 -1.5
C -1.25426 -1.04269 -0.10942 4.2 -1.8 0.6
H -0.92275 2.24162 0.22290 -0.3 1.1 -0.1
H -0.39153 1.24184 1.47917 -0.2 -0.3 1.5
H 0.42389 1.05237 -1.30107 0.8 0.8 -1.1
H 1.44992 1.88700 -0.00501 0.8 1.0 -0.2
H 2.24991 -0.41523 -0.75916 -1.6 0.3 2.4
H 1.54652 -0.19312 0.95339 1.3 -0.9 0.1
H 0.74227 -1.72746 -1.34943 -1.4 0.4 -0.3
H -0.64486 -2.96440 0.97488 0.0 -1.3 1.2

---

Copy entry 12 word for word.
16
Properties=species:S:1:pos:R:3:forces:R:3 method="wB97M-V/def2-TZVPD" smiles="O=C1CC[NH2+][C@H]2C=C12" charge=+1 relative_energy_kj_mol=232.7 homo_lumo_gap_ev=10.0090 homo_energy_ev=-14.58
O -2.76311 0.80826 -0.11501 -1.6 0.2 -0.5
C -1.68071 0.36690 0.01528 -0.3 -0.3 0.6
C -0.55951 1.26832 0.43786 0.9 0.0 -0.2
C 0.75096 1.15430 -0.28659 -0.6 -3.0 -0.8
N 1.42743 -0.27380 -0.05254 -2.1 1.4 -1.0
C 0.19852 -1.28912 -0.49505 2.0 -1.1 -0.7
C -0.57270 -2.11479 0.38978 -2.0 3.6 -1.5
C -1.25426 -1.04269 -0.10942 4.2 -1.8 0.6
H -0.92275 2.24162 0.22290 -0.3 1.1 -0.1
H -0.39153 1.24184 1.47917 -0.2 -0.3 1.5
H 0.42389 1.05237 -1.30107 0.8 0.8 -1.1
H 1.44992 1.88700 -0.00501 0.8 1.0 -0.2
H 2.24991 -0.41523 -0.75916 -1.6 0.3 2.4
H 1.54652 -0.19312 0.95339 1.3 -0.9 0.1
H 0.74227 -1.72746 -1.34943 -1.4 0.4 -0.3
H -0.64486 -2.96440 0.97488 0.0 -1.3 1.2